{
  "formula": "C45H123N5O24V",
  "method": "ωB97M-V/def2-TZVPD",
  "elements": ["V", "O", "C", "C", "O", "H", "H", "H", "H", "O", "C", "C", "O", "H", "H", "H", "H", "C", "C", "C", "O", "C", "N", "H", "H", "H", "H", "H", "H", "H", "H", "H", "H", "H", "C", "C", "C", "O", "C", "N", "H", "H", "H", "H", "H", "H", "H", "H", "H", "H", "H", "C", "C", "C", "O", "C", "N", "H", "H", "H", "H", "H", "H", "H", "H", "H", "H", "H", "C", "C", "C", "O", "C", "N", "H", "H", "H", "H", "H", "H", "H", "H", "H", "H", "H", "C", "C", "C", "O", "C", "N", "H", "H", "H", "H", "H", "H", "H", "H", "H", "H", "H", "C", "C", "C", "O", "H", "H", "H", "H", "H", "H", "H", "H", "C", "C", "C", "O", "H", "H", "H", "H", "H", "H", "H", "H", "C", "C", "C", "O", "H", "H", "H", "H", "H", "H", "H", "H", "C", "C", "O", "O", "H", "H", "H", "H", "H", "H", "C", "C", "O", "O", "H", "H", "H", "H", "H", "H", "C", "C", "O", "O", "H", "H", "H", "H", "H", "H", "C", "C", "O", "O", "H", "H", "H", "H", "H", "H", "C", "C", "O", "O", "H", "H", "H", "H", "H", "H", "C", "C", "O", "O", "H", "H", "H", "H", "H", "H"],
  "xyz": [[0.727, 0.855, 2.023], [1.053, 1.120, -0.142], [0.454, 0.036, -0.851], [-0.656, -0.847, -0.100], [-0.659, -0.778, 1.321], [1.280, -0.616, -1.133], [0.035, 0.473, -1.757], [-0.563, -1.899, -0.371], [-1.616, -0.734, -0.603], [-0.623, 2.496, 2.461], [0.280, 3.604, 2.703], [1.729, 3.295, 3.327], [2.245, 2.097, 2.829], [-0.178, 4.195, 3.496], [0.243, 4.275, 1.845], [1.737, 3.257, 4.416], [2.369, 4.153, 3.120], [-6.467, 0.915, 1.646], [-5.338, 1.048, 2.569], [-4.596, -0.282, 2.767], [-3.390, -0.048, 3.608], [-2.751, -1.326, 4.028], [-4.351, 1.986, 2.109], [-6.832, 1.869, 1.268], [-7.361, 0.379, 1.965], [-6.233, 0.376, 0.728], [-5.652, 1.328, 3.574], [-4.254, -0.804, 1.873], [-5.321, -0.992, 3.166], [-2.389, -1.903, 3.177], [-3.338, -2.013, 4.638], [-1.843, -1.114, 4.592], [-4.156, 1.647, 1.177], [-3.548, 1.454, 2.413], [-1.579, 5.171, -0.610], [-2.774, 4.367, -0.153], [-2.703, 2.946, -0.827], [-4.010, 2.249, -0.648], [-4.067, 1.003, -1.186], [-2.788, 4.273, 1.346], [-1.668, 5.319, -1.686], [-0.734, 4.493, -0.491], [-1.316, 6.108, -0.118], [-3.679, 4.786, -0.591], [-1.844, 2.404, -0.433], [-2.554, 2.960, -1.907], [-5.143, 0.865, -1.288], [-3.667, 0.208, -0.556], [-3.700, 0.959, -2.211], [-2.031, 3.617, 1.475], [-2.342, 5.145, 1.595], [4.505, 0.738, -2.508], [4.933, 0.132, -1.165], [6.387, 0.345, -0.854], [7.202, -0.531, -1.625], [7.144, -1.881, -1.317], [4.127, 0.605, -0.070], [3.471, 0.539, -2.791], [5.011, 0.093, -3.226], [4.803, 1.754, -2.769], [4.691, -0.927, -1.256], [6.678, 0.359, 0.196], [6.551, 1.387, -1.132], [7.491, -2.070, -0.302], [7.844, -2.409, -1.965], [6.166, -2.351, -1.424], [3.205, 0.819, -0.422], [4.542, 1.512, 0.088], [4.474, 7.268, 1.055], [3.254, 6.380, 0.644], [1.961, 7.121, 0.260], [1.526, 7.955, 1.345], [0.213, 8.552, 1.182], [3.723, 5.573, -0.511], [4.138, 7.905, 1.874], [4.916, 7.838, 0.238], [5.381, 6.726, 1.322], [2.905, 5.735, 1.450], [1.303, 6.252, 0.239], [2.102, 7.686, -0.662], [-0.070, 9.332, 1.889], [-0.714, 7.982, 1.117], [0.268, 9.076, 0.228], [4.561, 5.101, -0.202], [3.097, 4.849, -0.833], [-2.818, -3.211, -5.615], [-2.527, -2.088, -4.621], [-3.798, -1.761, -3.719], [-4.989, -1.269, -4.412], [-4.951, 0.014, -5.072], [-1.532, -2.498, -3.602], [-1.907, -3.363, -6.193], [-3.752, -2.984, -6.129], [-2.898, -4.181, -5.123], [-2.345, -1.134, -5.116], [-3.579, -1.149, -2.844], [-4.189, -2.668, -3.257], [-5.868, 0.170, -5.640], [-4.137, 0.006, -5.797], [-4.683, 0.817, -4.385], [-0.715, -2.982, -3.947], [-1.099, -1.777, -3.044], [2.986, -3.439, 0.483], [3.202, -4.339, -0.715], [2.306, -5.624, -0.825], [3.187, -3.583, -1.892], [3.647, -2.576, 0.410], [3.101, -3.923, 1.452], [1.957, -3.079, 0.466], [4.169, -4.828, -0.593], [1.257, -5.343, -0.916], [2.503, -6.324, -0.013], [2.479, -6.178, -1.747], [2.281, -3.450, -2.180], [-1.382, -4.982, 1.136], [-1.705, -4.568, 2.584], [-1.917, -5.822, 3.441], [-0.603, -3.807, 3.065], [-2.206, -5.590, 0.762], [-0.437, -5.523, 1.075], [-1.404, -4.113, 0.478], [-2.682, -4.085, 2.551], [-0.987, -6.377, 3.560], [-2.600, -6.519, 2.956], [-2.208, -5.555, 4.457], [-0.570, -3.042, 2.486], [0.663, -7.592, -4.736], [-0.328, -6.427, -4.899], [-0.731, -5.829, -3.507], [0.334, -5.315, -5.578], [0.189, -8.571, -4.806], [1.298, -7.409, -3.869], [1.286, -7.509, -5.626], [-1.226, -6.761, -5.419], [-1.629, -5.212, -3.537], [0.177, -5.609, -2.946], [-1.228, -6.655, -2.999], [0.653, -5.749, -6.372], [-2.925, 2.672, 5.286], [-4.364, 2.799, 5.900], [-5.205, 3.363, 4.912], [-2.746, 3.329, 4.001], [-2.729, 1.604, 5.182], [-2.228, 3.032, 6.043], [-4.421, 3.460, 6.765], [-4.789, 1.927, 6.396], [-6.138, 3.449, 5.123], [-1.811, 3.151, 3.878], [-6.045, -4.261, 2.816], [-5.875, -5.627, 2.324], [-6.316, -5.911, 1.000], [-5.080, -3.351, 2.184], [-6.104, -4.082, 3.890], [-6.982, -3.845, 2.448], [-6.351, -6.345, 2.991], [-4.826, -5.920, 2.370], [-5.945, -6.735, 0.676], [-5.263, -3.228, 1.250], [2.792, -1.039, 3.196], [1.536, -1.246, 4.035], [0.707, -0.054, 4.151], [2.401, -0.690, 1.927], [3.389, -1.950, 3.139], [3.532, -0.341, 3.588], [1.719, -1.783, 4.966], [0.908, -2.008, 3.574], [0.753, 0.228, 5.067], [3.198, -0.516, 1.422], [2.913, -1.369, -4.578], [2.025, -2.565, -4.958], [1.406, -3.267, -3.898], [3.971, -1.982, -3.884], [2.393, -0.783, -3.820], [3.192, -0.701, -5.393], [2.450, -3.229, -5.711], [1.232, -2.090, -5.536], [1.088, -4.095, -4.265], [3.601, -2.457, -3.136], [1.477, 3.373, -2.797], [2.176, 4.441, -3.585], [1.810, 5.676, -3.043], [1.874, 3.438, -1.443], [1.724, 2.413, -3.249], [0.417, 3.398, -3.051], [1.777, 4.358, -4.596], [3.256, 4.303, -3.530], [2.521, 5.735, -2.400], [1.492, 2.664, -1.022], [5.779, 3.421, 1.934], [5.493, 3.094, 3.363], [5.135, 1.698, 3.547], [4.721, 3.229, 0.965], [6.664, 2.812, 1.746], [6.097, 4.464, 1.937], [4.702, 3.723, 3.773], [6.361, 3.309, 3.986], [4.227, 1.502, 3.306], [3.957, 2.948, 1.475]],
  "atomic_forces_ev_per_a": [[-1.125, 1.151, -1.845], [-1.019, -0.508, 2.355], [0.073, 0.036, 0.894], [0.878, 0.001, 0.459], [1.320, 1.879, -0.248], [0.115, -0.510, -0.294], [-0.317, -0.212, -0.385], [1.041, -0.569, -0.231], [-0.716, 1.184, 0.450], [3.545, -1.522, 0.021], [-0.433, -0.320, 1.396], [-1.338, -0.401, -1.161], [-0.545, -1.131, -1.378], [-0.260, 0.459, 0.231], [0.787, -0.095, -0.419], [-0.668, -0.068, 0.429], [0.254, 0.292, -0.426], [-1.908, -0.273, -1.711], [1.407, -1.218, 1.133], [0.177, -0.593, 0.979], [-1.009, -2.649, 0.413], [0.057, 1.120, -0.889], [0.397, -0.892, -0.544], [0.166, 0.335, 0.293], [0.011, -0.059, 0.742], [0.608, -0.114, -0.145], [-0.238, 0.248, 0.088], [0.146, 0.476, -0.598], [0.263, -0.311, 0.899], [-0.289, 0.286, -0.360], [-0.708, 0.378, 0.049], [-0.139, 0.568, 0.034], [-0.760, 0.934, -1.167], [1.319, 1.463, 1.340], [0.552, -1.034, -1.156], [-0.413, -0.741, -0.025], [-1.368, 0.169, 0.731], [2.355, 2.655, 0.361], [-1.345, -0.663, -0.794], [-0.005, 0.344, -2.295], [0.200, 0.418, -0.179], [0.535, 0.177, 0.070], [-0.545, -0.044, 0.146], [-0.381, 0.290, 0.526], [-0.105, -0.489, 0.490], [0.060, 0.548, -0.247], [-0.176, -0.699, -0.036], [0.386, -0.132, 0.011], [0.580, -0.111, -0.144], [0.070, -0.706, 0.906], [-0.137, 0.381, 0.595], [1.028, -1.153, -1.024], [-1.569, -0.684, -0.405], [0.185, -0.026, -0.590], [0.276, 1.305, -0.469], [0.284, -0.678, 0.480], [0.249, 0.271, 0.683], [-0.217, 0.409, 0.690], [0.301, 0.164, -0.364], [-0.136, 0.242, 0.622], [0.348, -0.286, -0.167], [-0.384, -0.730, 0.397], [0.707, 0.006, -0.547], [-0.014, 0.004, 0.411], [-0.066, 0.144, -0.204], [-0.221, 0.136, -0.151], [-0.646, 0.063, 0.093], [-0.400, 0.484, 0.838], [-0.787, -0.232, 0.041], [1.208, 0.311, -0.837], [0.351, -0.409, 1.154], [-1.082, 0.208, 0.634], [0.715, 0.694, -1.484], [-0.027, 1.003, -0.031], [0.397, 0.189, -0.009], [-0.866, 0.435, -0.354], [-0.363, -0.675, 0.649], [0.522, -0.060, 0.531], [-0.723, 0.316, -1.025], [-0.373, -0.042, -0.185], [1.027, -0.164, 0.621], [0.511, -1.244, 0.139], [-0.218, 0.194, -0.298], [-0.036, -0.179, -0.163], [-0.411, -0.332, 0.598], [0.725, 0.263, 0.838], [-1.439, 0.233, 2.455], [-0.920, -0.270, -0.920], [0.305, 0.291, -0.179], [1.423, -1.132, 0.271], [0.087, -0.263, -0.453], [-0.319, 0.289, -0.827], [0.358, -0.124, -0.459], [-0.449, 0.107, 0.449], [0.634, -0.079, -0.408], [0.472, 0.547, -0.313], [0.251, -0.357, -0.257], [-0.117, -0.038, 0.514], [0.090, 0.031, -0.336], [-0.533, 0.163, 0.206], [-0.177, -0.158, -0.558], [-0.532, 0.628, 0.004], [-0.860, -0.100, -0.005], [0.267, -1.970, 0.726], [-0.207, 1.077, -0.322], [0.350, -0.202, 0.070], [0.059, -0.061, 0.016], [0.239, -0.214, -0.069], [-0.119, 0.301, -0.001], [0.628, 0.587, -0.410], [-0.271, -0.037, 0.588], [-0.281, 0.238, 0.212], [0.569, 0.168, -0.166], [-0.500, -0.046, -0.266], [-0.852, 0.177, 0.237], [0.310, -1.652, -0.981], [0.952, 0.303, 0.161], [-0.773, -0.217, 0.496], [0.039, -0.380, -0.063], [-0.007, 0.057, -0.049], [0.444, 0.186, 0.024], [0.186, 0.835, 0.243], [0.284, 0.042, -0.143], [-0.317, 0.241, 0.186], [-0.407, -0.054, -0.062], [0.168, 0.714, -0.259], [-0.221, 0.951, -1.008], [0.103, 1.174, 2.123], [-0.962, -2.437, -1.120], [-0.661, -1.218, -0.028], [0.017, 0.060, 0.574], [-0.077, -0.437, 0.043], [0.411, -0.363, -0.006], [0.008, 0.235, -0.346], [0.966, 1.215, -0.145], [-0.430, 0.752, 0.064], [0.459, -0.606, 0.418], [0.375, 0.549, -0.427], [-0.901, -0.335, -0.133], [-0.444, 1.386, 0.014], [0.002, -0.097, -0.852], [-0.526, -0.321, 2.829], [0.036, -0.106, -0.255], [0.195, 0.350, 0.050], [0.776, 0.696, 0.151], [0.272, -1.014, -0.820], [0.188, -0.283, 0.573], [0.324, -0.195, -1.018], [-0.559, 2.838, -2.481], [0.986, -2.930, 0.471], [-0.635, 1.190, -0.316], [0.314, -0.621, 1.367], [0.798, -0.421, -0.058], [-0.642, -0.440, 0.145], [-0.425, 0.069, 0.348], [0.360, 0.360, 0.197], [0.162, 0.083, 0.300], [-0.364, -0.264, -0.025], [0.534, -0.693, 1.640], [-0.289, -0.900, -0.325], [0.736, -1.017, -0.193], [-1.512, 0.682, -0.668], [-0.329, -0.652, 0.222], [-0.425, 0.499, 0.433], [0.370, 0.850, 0.548], [0.005, 0.287, -0.670], [-0.069, 0.593, -0.178], [0.551, 0.919, -1.173], [-0.788, -2.430, 2.017], [-1.572, 1.790, -2.306], [0.725, 0.540, 0.617], [1.845, 0.830, -0.709], [-0.629, 0.399, -0.316], [0.312, -0.503, -0.111], [0.741, -0.201, 0.459], [-0.677, 0.085, -0.244], [-0.020, -0.334, -0.303], [0.220, -0.179, 0.293], [0.566, -0.925, -0.648], [-1.062, -0.783, -0.117], [0.606, 0.625, -0.131], [-0.402, 0.552, -1.059], [0.600, -0.513, 0.088], [-0.558, 0.655, 0.889], [0.411, 0.133, -0.326], [0.157, -0.081, -0.321], [-0.081, 1.176, 0.768], [-0.272, -0.972, 1.020], [0.363, 0.137, -0.138], [-1.858, -1.151, 0.580], [1.443, 0.559, 0.302], [1.473, 0.252, 1.234], [-0.056, -0.172, -0.925], [0.017, 0.235, -0.325], [-0.325, 0.087, -0.056], [0.228, -0.259, -0.198], [-0.729, 0.798, -0.279], [-0.840, -0.281, 0.152]],
  "mulliken_spin": [2.019, -0.023, 0.037, -0.006, 0.027, -0.008, 0.001, 0.002, -0.007, -0.055, 0.010, 0.000, 0.030, -0.001, -0.010, -0.003, -0.003, 0.000, 0.000, -0.001, 0.001, 0.000, 0.000, 0.000, 0.000, 0.000, 0.000, 0.000, 0.000, -0.001, 0.000, 0.001, 0.000, -0.001, 0.000, 0.001, -0.004, 0.000, 0.000, -0.001, 0.000, -0.001, 0.000, 0.000, 0.004, 0.000, 0.000, 0.000, 0.000, 0.002, -0.001, 0.000, 0.000, 0.000, 0.000, 0.000, 0.000, 0.000, 0.000, 0.000, 0.000, 0.000, 0.000, 0.000, 0.000, 0.000, 0.003, 0.002, 0.000, -0.001, 0.000, 0.000, 0.000, 0.000, 0.000, 0.000, 0.000, 0.001, 0.000, 0.000, 0.000, 0.000, 0.000, 0.000, 0.000, 0.000, 0.000, 0.000, 0.000, 0.000, 0.000, 0.000, 0.000, 0.000, 0.000, 0.000, 0.000, 0.000, 0.000, 0.000, 0.000, 0.000, 0.001, 0.000, 0.000, 0.000, 0.000, 0.000, -0.001, 0.000, 0.000, 0.000, 0.000, 0.000, 0.000, -0.001, 0.000, 0.000, 0.000, 0.000, 0.000, 0.000, 0.000, 0.000, 0.000, 0.002, 0.000, 0.000, 0.000, 0.000, 0.000, 0.000, 0.000, 0.000, 0.000, 0.000, 0.000, 0.000, -0.002, 0.000, 0.000, 0.000, 0.001, 0.000, 0.000, 0.000, 0.000, 0.004, 0.000, 0.000, 0.000, 0.000, 0.000, 0.000, 0.000, 0.000, 0.000, 0.000, 0.008, 0.019, 0.007, -0.070, 0.002, -0.004, -0.002, -0.008, 0.003, 0.008, 0.000, 0.000, 0.000, 0.000, 0.000, 0.000, 0.000, 0.000, 0.000, 0.000, 0.001, 0.000, 0.000, -0.005, 0.000, 0.000, 0.000, 0.000, 0.000, 0.016, -0.001, 0.000, 0.000, 0.001, 0.000, 0.000, 0.000, 0.000, 0.005, 0.000],
  "total_charge": -1,
  "lumo_ev": [1.6764, 1.6764],
  "gap_ev": [6.88, 6.88],
  "spin_multiplicity": 3
}